# 1
A single C7H7NO2S molecule at a distorted geometry, computed with ωB97M-V with the def2-TZVPD basis set.

ORCA input file:
```
! wB97M-V def2-TZVPD RIJCOSX def2/J DEFGRID3
* xyz 0 1
C -1.49908 -1.83336 -0.42095
C 1.43580 0.23979 -0.96837
C 1.19826 1.42052 -0.16275
C 0.49670 -0.51223 1.12409
C -1.57797 -0.55371 -0.95257
C 1.06275 -0.82758 -0.19365
C 0.51444 1.04615 0.98482
N -1.50955 -2.90773 -0.01517
O -2.28495 0.97542 1.16929
O -1.40017 1.94502 -0.84302
S -1.50488 0.81741 -0.00294
H 1.94943 0.03313 -1.96694
H 1.38871 2.41765 -0.45508
H -0.23836 -0.97962 1.69722
H 1.43254 -0.71859 1.69167
H -1.01557 -0.35285 -1.86761
H 1.23059 -1.80832 -0.60855
H 0.32131 1.59890 1.79050
*
```

Output
LUMO level   -0.0532 Eh
ΔE to the lowest compared entry with this formula, charge and spin   339.5 kJ/mol
Strongest force on any atom   5.1 eV/A
Calculated total energy   -874.1806 hartree

***

# 2
4 unconnected molecules or ions with the total composition C10H23F3NO10P2 at a distorted geometry, computed with ωB97M-V with the def2-TZVPD basis set.

ORCA input file:
```
! wB97M-V def2-TZVPD RIJCOSX def2/J DEFGRID3
* xyz 1 1
N 1.47353 -0.32009 -2.34107
P 1.23306 0.64192 -3.52032
P 2.57498 2.45676 -3.17844
O 3.32838 2.23779 -1.81438
C 3.79626 2.63939 -4.59027
F 3.12151 3.09190 -5.63721
F 4.30485 1.43016 -4.84935
F 4.79683 3.46243 -4.29813
H 0.63178 -0.45746 -1.78188
H -0.04208 1.20601 -3.69412
H 1.66192 0.22889 -4.78395
H 1.90411 3.67186 -3.07953
H 4.22024 1.84541 -1.83591
C -3.05629 -3.18131 2.04323
O -1.79075 -2.97351 2.68517
C -0.98516 -2.11581 2.07186
O -1.22455 -1.52131 1.04925
O 0.13833 -2.01861 2.78228
C 1.10694 -1.11639 2.24881
H -3.58033 -3.89766 2.66658
H -3.61229 -2.24823 1.98903
H -2.91321 -3.58324 1.04281
H 0.69874 -0.10863 2.19911
H 1.42631 -1.43865 1.25897
H 1.94590 -1.14043 2.93704
C -0.11503 -3.51523 5.78873
O 1.14888 -3.63594 6.45507
C 1.59171 -2.50737 7.00083
O 1.04694 -1.43328 6.94845
O 2.74329 -2.76372 7.62133
C 3.32626 -1.63444 8.27895
H -0.32684 -4.49886 5.38130
H -0.89296 -3.23227 6.49540
H -0.06037 -2.78772 4.98647
H 2.65687 -1.24978 9.04524
H 3.54737 -0.84547 7.56290
H 4.24206 -2.00349 8.72921
C -2.32265 1.08470 -6.54325
O -2.47375 1.74596 -5.27813
C -3.32280 2.78638 -5.31697
O -3.90626 3.16647 -6.29341
O -3.38964 3.30860 -4.09566
C -4.29345 4.42183 -3.98059
H -1.62364 0.27093 -6.36866
H -3.27470 0.68507 -6.88274
H -1.93122 1.77009 -7.29201
H -5.30502 4.11412 -4.23261
H -3.98417 5.23144 -4.63725
H -4.23989 4.73078 -2.94221
*
```

Output
LUMO level   -0.1732 Eh
Strongest force on any atom   1.3 eV/A
Calculated total energy   -2183.9982 hartree

***

# 3
A molecular structure, C15H32N3O2PPtSi at a distorted geometry, computed with ωB97M-V with the def2-TZVPD basis set.

ORCA input file:
```
! wB97M-V def2-TZVPD RIJCOSX def2/J DEFGRID3
* xyz 0 5
Pt -0.50309 -0.03059 -0.08869
Si -1.03076 1.90021 -1.07860
P -1.69854 -1.27662 -1.57745
N 1.34444 -0.79038 -0.32181
H -1.05401 0.41520 2.35279
C -1.69005 -3.06694 -1.24842
H -2.29357 -3.61702 -1.98582
H -2.08559 -3.24773 -0.24304
H -0.65823 -3.43649 -1.29097
C -3.45331 -0.76935 -1.56207
H -4.05996 -1.41718 -2.20743
H -3.55730 0.26408 -1.90981
H -3.83680 -0.83506 -0.53563
C -1.05961 -1.15018 -3.27514
H -1.74600 -1.62920 -3.98802
H -0.08789 -1.65623 -3.32931
H -0.92567 -0.10099 -3.55373
C -2.20068 2.78210 0.09802
H -1.85572 2.72379 1.13639
H -3.20884 2.35863 0.02435
H -2.22624 3.83383 -0.21253
H 0.18208 2.75584 -1.25982
H -1.73415 1.76111 -2.39607
C 2.19252 -0.66216 -1.32321
C 4.16334 -1.60376 -2.46480
C 3.25135 -1.63736 -1.42510
C 2.16145 0.35877 -2.34360
C 3.08412 0.37764 -3.36887
C 4.08822 -0.59589 -3.44638
H 4.93978 -2.37027 -2.52385
H 3.27678 -2.42511 -0.66356
H 1.38462 1.12213 -2.29250
H 3.03059 1.15806 -4.12833
H 4.81425 -0.57421 -4.26431
C -1.74301 -0.47148 2.47872
O -1.50120 -1.22852 1.32106
C -1.31495 -1.30970 3.68524
H -2.02899 -1.22172 4.51298
H -0.33760 -0.95395 4.02953
H -1.20718 -2.35632 3.37986
C -3.12894 0.17907 2.59106
H -3.93409 -0.53569 2.38236
H -3.21128 1.03540 1.91050
H -3.26710 0.58193 3.60404
C 2.29056 3.22102 2.70383
N 2.53438 1.80380 2.77871
C 1.77465 0.87208 2.16756
N 2.23187 -0.41025 2.22022
O 0.68939 1.20870 1.60782
H 1.54884 3.41718 1.92795
H 3.22516 3.73586 2.46515
H 1.92333 3.59760 3.66227
H 3.39957 1.48584 3.18638
H 1.95974 -1.03026 1.44751
H 3.14933 -0.53931 2.63454
*
```

Output
LUMO level (spin up / spin down)   0.0199 / -0.0459 Eh
ΔE to the lowest compared entry with this formula, charge and spin   0.0 kJ/mol
⟨S²⟩   6.07
Strongest force on any atom   2.3 eV/A
Calculated total energy   -1655.5181 hartree

***

# 4
A single C6H6O molecule at a distorted geometry, computed with ωB97M-V with the def2-TZVPD basis set.

ORCA input file:
```
! wB97M-V def2-TZVPD RIJCOSX def2/J DEFGRID3
* xyz 0 1
C -0.36994 0.00325 1.95658
C -0.20085 0.00734 0.70556
C 0.94889 -0.77993 0.21121
C 0.98484 -0.42343 -1.07689
C -0.13846 0.28998 -1.55115
C -0.93546 0.66259 -0.47623
H 0.17348 -0.64638 2.51990
H -1.19617 0.39822 2.57799
H 1.58211 -1.42591 0.85201
H 2.00013 -0.77549 -1.61096
H -0.63626 0.02106 -2.56434
H -1.93779 0.81285 -0.42215
O -0.27453 1.85585 -1.12151
*
```

Output
LUMO level   0.0256 Eh
ΔE to the lowest compared entry with this formula, charge and spin   412.3 kJ/mol
Strongest force on any atom   7.2 eV/A
Calculated total energy   -307.3064 hartree

***

# 5
A molecular structure, C44H54BrGeIInN10O3P2 at a distorted geometry, computed with ωB97M-V with the def2-TZVPD basis set.

ORCA input file:
```
! wB97M-V def2-TZVPD RIJCOSX def2/J DEFGRID3
* xyz 1 1
In 16.64114 14.26084 10.24101
C 15.61563 11.39824 7.48790
P 15.27754 13.16680 7.89602
C 13.46360 13.12019 7.70630
C 15.80646 14.09018 6.41356
C 15.52366 15.56368 6.35120
P 16.97544 16.57545 6.97259
C 16.40708 18.25627 6.43981
C 18.38776 16.29752 5.75290
H 15.02194 10.82202 6.73182
H 15.52426 10.88874 8.50226
H 16.67264 11.44904 7.27029
H 13.20414 12.28947 7.02237
H 13.25072 14.03608 7.14293
H 12.91969 13.05610 8.68312
H 15.31947 13.55213 5.61032
H 16.85514 13.86131 6.20183
H 14.72390 15.84351 7.05008
H 15.06215 15.94384 5.40692
H 16.08186 18.25596 5.38922
H 17.21490 19.04924 6.54650
H 15.56701 18.57755 7.10614
H 18.84722 17.28204 5.40927
H 17.97395 15.80024 4.85910
H 19.14964 15.66481 6.20381
C 24.20478 19.14618 10.74555
O 22.82150 19.62040 10.73920
C 22.30668 19.93939 11.94099
C 23.05262 20.31635 13.06420
C 22.43662 20.70266 14.21934
Br 23.49490 21.23957 15.66853
C 21.02943 20.72227 14.36603
C 20.23659 20.28881 13.23152
C 20.88588 19.94221 12.04909
O 20.22017 19.81128 10.87847
C 18.80654 20.27847 13.36590
N 18.14983 21.02338 14.25882
C 16.81580 20.95190 13.92588
C 15.75620 21.68441 14.43170
C 14.47299 21.37614 13.94781
C 14.30446 20.54887 12.79542
C 15.40054 19.90304 12.21825
C 16.62239 20.01443 12.87936
N 17.93016 19.62951 12.45233
H 24.85176 20.02854 10.85739
H 24.26686 18.71484 9.76244
H 24.31666 18.38035 11.48780
H 24.15979 20.43635 13.00016
H 20.58438 21.00785 15.31668
H 19.22380 19.90418 11.08186
H 15.98626 22.51604 15.08702
H 13.54788 21.71712 14.39962
H 13.25612 20.35048 12.49032
H 15.16269 19.38948 11.28671
H 18.13613 18.63404 12.20346
C 11.83773 17.55309 10.29122
N 12.98356 16.66959 10.60190
C 14.13005 16.38967 9.97675
N 14.85992 15.55694 10.76847
C 14.18608 15.57380 11.94490
N 13.08290 16.22855 11.88963
C 10.53402 16.83810 10.25681
C 9.54370 17.35680 9.38281
C 8.27306 16.77698 9.36824
C 7.96355 15.69272 10.18463
C 8.93622 15.17833 11.04481
C 10.18700 15.74057 11.10450
C 8.93063 13.82531 11.57811
N 8.14865 12.85936 11.26287
N 8.64341 11.70283 11.76548
C 9.76908 11.99434 12.42104
O 9.95927 13.30785 12.36821
C 10.68907 11.04511 13.03548
C 10.43396 9.69643 13.27807
C 11.38628 8.84556 13.90158
C 12.62229 9.32654 14.24286
C 12.76900 10.74696 14.24618
C 14.01217 11.39096 14.78359
N 15.07943 11.74154 13.64590
C 15.55934 12.90826 13.18911
N 16.23270 12.72046 12.04650
C 16.04641 11.41070 11.77822
N 15.34365 10.76250 12.66352
C 11.83442 11.62415 13.64024
H 11.96021 17.92719 9.27690
H 11.75142 18.35601 10.99011
H 14.32967 16.71547 8.96127
H 14.61006 15.34679 12.88850
H 9.79914 18.18268 8.70591
H 7.58344 17.27328 8.67431
H 6.98931 15.22666 10.05406
H 11.03716 15.47089 11.76878
H 9.52778 9.22738 12.89788
H 11.19572 7.85043 14.04428
H 13.54755 8.73346 14.54280
H 14.64803 10.88304 15.51500
H 13.83603 12.40631 15.13350
H 15.52424 13.80923 13.80509
H 16.54721 10.87552 10.99938
H 12.03336 12.70041 13.66230
I 18.24709 15.80653 12.45563
C 20.05475 12.61353 11.08783
Ge 20.14334 13.80144 9.50049
C 20.64497 12.47520 8.15740
C 21.42836 15.29987 9.83143
C 18.42333 14.54483 8.98103
H 21.05012 12.24599 11.24519
H 19.25242 11.88161 10.94966
H 19.92261 13.31312 11.97369
H 20.14655 11.51089 8.46929
H 21.66253 12.23321 8.13032
H 20.36847 12.84959 7.13216
H 22.27326 15.21435 9.11239
H 21.85967 15.15773 10.86146
H 21.03742 16.31239 9.76927
H 18.13603 13.97232 8.07417
H 18.48107 15.57091 8.47897
*
```

Output
LUMO level   -0.1096 Eh
ΔE to the lowest compared entry with this formula, charge and spin   281.1 kJ/mol
Strongest force on any atom   4.0 eV/A
Calculated total energy   -8303.4988 hartree

***

# 6
A molecular structure, CH5N2S at a distorted geometry, computed with ωB97M-V with the def2-TZVPD basis set.

ORCA input file:
```
! wB97M-V def2-TZVPD RIJCOSX def2/J DEFGRID3
* xyz 1 1
C 0.37747 -0.02174 0.48998
N 1.63418 0.25609 0.26382
N -0.59102 -0.07782 -0.35523
S -2.16330 -0.25734 0.30365
H 0.00884 -0.31286 1.52952
H 2.45612 0.16630 0.81913
H 2.04266 0.37864 -0.68806
H -0.50696 0.47154 -1.24218
H -3.25799 -0.60281 -1.12063
*
```

Output
LUMO level   -0.1785 Eh
ΔE to the lowest compared entry with this formula, charge and spin   214.2 kJ/mol
Strongest force on any atom   4.3 eV/A
Calculated total energy   -548.4559 hartree

***

# 7
2 unconnected molecules or ions with the total composition CHFN2OS at a distorted geometry, computed with ωB97M-V with the def2-TZVPD basis set.

ORCA input file:
```
! wB97M-V def2-TZVPD RIJCOSX def2/J DEFGRID3
* xyz 0 1
C -1.62248 -0.31234 0.10137
N -1.79873 -1.42393 0.23441
N 0.73672 -0.22270 -0.42519
O 1.87415 1.85176 0.08755
F -1.63130 0.95933 0.01831
S 1.91302 0.41516 0.29616
H 0.52862 -1.26727 -0.31261
*
```

Output
LUMO level   -0.0382 Eh
ΔE to the lowest compared entry with this formula, charge and spin   119.8 kJ/mol
Strongest force on any atom   2.9 eV/A
Calculated total energy   -721.4149 hartree